No. 1
Below is a molecular structure, AsCsF6 in a non-equilibrium geometry, with properties calculated with the ωB97M-V functional and the def2-TZVPD basis.

Cartesian coordinates (Å):
Cs (41.003, 8.107, 8.236)
As (39.359, 11.505, 10.003)
F (38.306, 12.862, 9.721)
F (39.110, 11.539, 11.739)
F (40.450, 10.133, 10.281)
F (39.728, 11.471, 8.283)
F (40.706, 12.602, 10.179)
F (38.055, 10.353, 9.834)

Atoms 1-2, force components in eV/Å:
-0.249 0.561 0.272
-0.084 1.575 1.031

## Properties
- E (hartree) = -2855.26371
- frontier orbital gap (Eh) = 0.395



No. 2
Below is a molecular structure, AsF6H28O14 in a non-equilibrium geometry, with properties calculated with the ωB97M-V functional and the def2-TZVPD basis.

Cartesian coordinates (Å):
As (0.241, 0.251, -0.395)
F (1.824, 0.581, 0.356)
F (0.761, 1.025, -1.919)
F (-1.393, -0.152, -1.104)
F (-0.226, -0.483, 1.211)
F (-0.359, 1.868, 0.088)
F (0.825, -1.366, -0.881)
O (4.172, 1.489, 2.224)
H (3.873, 2.239, 1.709)
H (5.126, 1.515, 2.154)
O (-0.842, -3.313, -0.890)
H (-1.481, -3.072, -0.220)
H (-0.068, -2.790, -0.683)
O (-2.421, 1.603, -3.604)
H (-2.330, 0.843, -3.029)
H (-2.544, 1.230, -4.477)
O (0.497, -2.071, -3.446)
H (0.729, -1.663, -2.612)
H (-0.011, -2.845, -3.202)
O (-0.014, 0.342, -4.774)
H (0.029, -0.571, -4.486)
H (0.165, 0.851, -3.983)
O (-3.735, 1.904, 0.787)
H (-4.443, 1.562, 1.333)
H (-2.959, 1.865, 1.347)
O (-2.603, -2.559, 1.307)
H (-2.623, -1.918, 2.019)
H (-2.928, -3.367, 1.703)
O (-2.540, -0.600, 3.388)
H (-1.614, -0.513, 3.616)
H (-2.975, 0.092, 3.885)
O (0.132, -0.007, 3.851)
H (0.348, 0.856, 4.205)
H (0.351, 0.054, 2.921)
O (3.371, -2.242, -0.192)
H (2.456, -2.083, -0.423)
H (3.461, -1.884, 0.692)
O (3.002, 2.628, -1.282)
H (3.256, 2.130, -2.059)
H (2.731, 1.963, -0.649)
O (-4.115, -1.000, -0.116)
H (-3.582, -1.591, 0.415)
H (-3.482, -0.422, -0.542)
O (3.960, -1.236, 2.235)
H (3.688, -0.323, 2.328)
H (4.916, -1.202, 2.226)
O (-0.117, 4.422, -0.103)
H (-0.084, 4.419, -1.059)
H (-0.426, 3.546, 0.130)

Atoms 1-2, force components in eV/Å:
-1.438 0.821 0.175
-1.093 -0.178 -0.628

## Properties
- E (hartree) = -3905.37210
- frontier orbital gap (Eh) = 0.353
- total charge = -1



Number 1: molar mass 321.8 g mol⁻¹. Number 2: molar mass 441.1 g mol⁻¹.